204
Properties=species:S:1:pos:R:3:forces:R:3 method="wB97M-V/def2-TZVPD" charge=+6 orbital_gap_ev=7.6044 e_tot_ha=-7631.642980
C -7.2564 -29.7682 0.3662 -0.7 0.1 -0.1
C -7.4495 -28.4694 -0.3972 1.5 0.2 0.5
N -7.8872 -28.7002 -1.7869 0.7 0.8 1.1
C -7.6308 -27.8916 -2.8691 -1.6 -1.6 -1.7
C -8.3282 -28.5020 -3.9288 1.2 0.6 1.3
N -8.9208 -29.6454 -3.4188 1.2 1.9 1.0
C -8.6560 -29.7139 -2.1079 0.1 0.1 -1.2
C -9.7266 -30.5597 -4.1123 -1.1 -1.3 -0.9
H -8.2363 -30.2159 0.5055 0.0 -0.4 0.3
H -6.8212 -29.5450 1.3381 -0.1 0.0 0.0
H -6.5934 -30.4492 -0.1662 0.0 0.0 0.0
H -6.4531 -28.0072 -0.3489 -0.3 0.2 -0.8
H -8.1220 -27.7599 0.0675 -0.4 -0.2 0.2
H -6.9815 -27.0286 -2.8573 0.0 -0.2 0.1
H -8.3324 -28.2519 -4.9844 -0.1 -0.2 0.3
H -8.9622 -30.4934 -1.4424 -0.2 -0.1 0.1
H -10.6677 -30.1023 -4.3850 -0.3 0.1 0.1
H -9.9036 -31.4138 -3.4637 -0.1 -0.1 -0.1
H -9.2694 -30.9055 -5.0286 0.3 -0.1 -0.1
C -19.1154 -25.6747 -1.5972 -0.7 0.5 1.5
C -17.7778 -26.3143 -1.5202 1.2 -0.7 -1.6
N -17.5110 -27.1471 -0.3625 -1.2 -0.6 0.1
C -18.2919 -28.2006 0.0931 1.8 0.4 2.4
C -17.7114 -28.5350 1.3368 -2.3 -0.4 -2.4
N -16.6844 -27.6862 1.5514 1.0 -0.6 0.2
C -16.5409 -26.9026 0.4961 0.1 0.3 0.1
C -15.6670 -27.8192 2.5931 0.2 -0.2 0.7
H -19.9381 -26.3830 -1.6251 0.0 -0.1 -0.1
H -19.2140 -24.9889 -2.4237 0.1 0.1 -0.4
H -19.2359 -25.0826 -0.6859 -0.3 0.1 -0.1
H -16.9511 -25.6136 -1.5064 -0.1 0.5 -0.2
H -17.6247 -26.9357 -2.4118 0.1 -0.1 0.1
H -19.1623 -28.5661 -0.4131 -0.1 -0.1 -0.1
H -18.0332 -29.3545 1.9581 0.2 0.2 0.4
H -15.6743 -26.3002 0.2997 0.0 0.4 0.1
H -16.0295 -28.5041 3.3662 -0.1 0.3 -0.2
H -15.4623 -26.8462 3.0531 -0.1 -0.3 -0.2
H -14.7536 -28.2572 2.1834 -0.1 0.3 -0.1
C -11.6617 -25.7035 -3.4614 0.5 -0.4 -0.2
C -11.8292 -24.9588 -4.7685 -0.5 0.6 0.1
N -10.9003 -23.8378 -4.9015 1.6 1.0 -0.2
C -9.5055 -23.9354 -4.9233 0.3 0.4 0.0
C -8.9657 -22.7247 -5.2832 -1.7 -1.4 0.5
N -10.0579 -21.9024 -5.4576 0.0 -1.2 0.0
C -11.1990 -22.5707 -5.2228 1.3 0.1 -0.2
C -9.9113 -20.5324 -5.8065 0.0 2.0 0.2
H -10.6368 -26.1273 -3.3900 -0.7 0.1 0.1
H -12.3785 -26.5290 -3.4384 0.2 0.1 0.1
H -11.8495 -25.0690 -2.5928 0.0 0.0 -0.1
H -12.8155 -24.4921 -4.8507 0.0 -0.3 0.0
H -11.6853 -25.5720 -5.6523 0.0 -0.3 0.0
H -8.9626 -24.8195 -4.6482 -0.2 -0.3 -0.1
H -7.9376 -22.4459 -5.4474 -0.1 0.2 0.0
H -12.1582 -22.1037 -5.3042 -0.4 -0.1 -0.1
H -10.8086 -20.1155 -6.2381 -0.4 -0.1 0.0
H -9.1268 -20.3635 -6.5326 0.2 -0.3 -0.1
H -9.6607 -19.9677 -4.9034 0.0 0.1 -0.2
C -14.4293 -23.9008 2.7801 0.1 -0.5 0.1
C -13.6497 -22.7511 3.4150 -1.1 0.5 0.0
N -12.3102 -23.1440 3.7451 1.7 -0.5 -1.2
C -11.2386 -23.3991 2.8525 0.6 -0.2 2.1
C -10.1692 -23.7354 3.6518 -0.9 0.4 -0.1
N -10.5860 -23.6069 4.9855 -0.8 -0.6 -1.9
C -11.8845 -23.3464 4.9851 0.2 0.9 0.0
C -9.8086 -23.8485 6.1550 0.9 -0.6 0.9
H -15.4732 -23.6601 2.5687 0.1 0.2 0.2
H -14.3676 -24.7819 3.4186 -0.3 0.1 0.3
H -13.9721 -24.2422 1.8479 0.1 0.3 -0.1
H -14.0410 -22.4051 4.3944 -0.4 -0.1 -0.9
H -13.6372 -21.9080 2.7044 0.2 -0.1 0.5
H -11.2404 -23.3033 1.7810 -0.5 -0.1 0.1
H -9.2049 -24.1451 3.3647 -0.1 0.4 0.2
H -12.4935 -23.1987 5.8651 0.1 -0.1 0.2
H -9.6401 -24.9206 6.2580 -0.3 -0.1 0.2
H -10.2800 -23.4373 7.0564 0.1 -0.2 -0.4
H -8.8276 -23.4276 6.0084 0.3 0.5 0.0
C -16.5684 -29.8275 -3.9148 -0.5 -0.3 0.6
C -15.8674 -29.1828 -5.0920 0.0 -1.4 0.3
N -15.9746 -27.7543 -5.0948 0.1 2.0 0.5
C -15.3379 -26.8816 -4.1811 -0.7 -0.8 -0.7
C -15.7724 -25.6353 -4.5006 0.3 0.1 0.3
N -16.6717 -25.6963 -5.5241 0.7 -2.8 -0.6
C -16.7474 -27.0322 -5.8882 -0.5 2.1 0.0
C -17.4349 -24.6174 -6.1313 0.0 1.1 0.1
H -16.3864 -30.9060 -3.9550 -0.2 0.1 -0.1
H -17.6492 -29.6430 -3.9419 0.2 -0.2 -0.1
H -16.2350 -29.5273 -2.9097 0.2 0.3 -0.5
H -16.2666 -29.5927 -6.0183 -0.1 0.2 -0.1
H -14.8261 -29.4581 -5.0741 0.5 0.1 0.0
H -14.7464 -27.2733 -3.3555 0.0 0.3 -0.4
H -15.4500 -24.6972 -4.1052 -0.1 0.3 0.3
H -17.3578 -27.3651 -6.7297 0.2 -0.1 0.4
H -18.3805 -24.5095 -5.5942 0.0 -0.1 -0.4
H -17.5596 -24.8165 -7.1910 -0.3 -0.1 0.0
H -16.9145 -23.6392 -6.0512 0.0 -0.8 0.1
C -10.6138 -32.2043 4.5145 0.1 -0.1 -0.1
C -9.7869 -31.5934 3.3527 0.2 0.1 1.7
N -9.9277 -32.2848 2.0951 -1.7 -1.0 -2.9
C -10.7867 -31.9359 0.9824 1.8 -2.1 -0.6
C -10.5655 -32.9145 -0.0055 0.7 1.0 2.6
N -9.6444 -33.8506 0.5510 -2.7 3.1 0.4
C -9.3640 -33.4789 1.7919 0.2 1.2 -0.2
C -9.3651 -35.0782 -0.0514 1.6 -2.3 -1.2
H -10.4806 -33.2931 4.6424 0.2 0.5 -0.1
H -11.7032 -32.0281 4.4485 0.5 0.1 -0.3
H -10.2675 -31.7008 5.4217 -0.1 -0.2 0.0
H -8.7078 -31.5813 3.5801 -0.4 -0.2 0.1
H -10.0474 -30.5374 3.2953 -0.1 -0.1 -0.7
H -11.4562 -31.0834 0.9301 0.5 -0.1 0.4
H -10.9278 -33.0239 -1.0208 -0.1 -0.1 0.4
H -8.6686 -34.0221 2.4103 -0.1 0.0 0.2
H -9.0046 -34.9325 -1.0773 -0.1 0.1 0.2
H -10.2120 -35.7634 -0.1086 -0.1 0.2 0.3
H -8.5430 -35.5466 0.5046 -0.3 -0.1 -0.2
C -8.2024 -28.8735 6.4746 -1.5 0.7 0.2
C -6.8366 -28.3466 6.7764 1.0 -1.0 0.0
N -6.8127 -27.3335 7.8166 -0.7 0.0 1.8
C -6.9553 -27.5298 9.2084 0.1 0.8 0.4
C -7.0600 -26.2983 9.8048 -0.2 -1.3 -2.4
N -7.0600 -25.3821 8.7395 0.5 -1.4 1.5
C -6.8926 -26.0209 7.5914 -0.3 -0.7 0.4
C -7.1825 -23.9814 8.9015 0.0 2.0 -0.7
H -8.8178 -28.0682 6.0559 -0.1 -0.1 0.1
H -8.7033 -29.2266 7.3828 0.1 -0.1 -0.1
H -8.2191 -29.6617 5.7309 0.4 -0.2 0.0
H -6.3926 -27.9065 5.8936 0.2 0.1 -0.2
H -6.2136 -29.1942 7.0979 0.1 0.5 0.0
H -6.9915 -28.4491 9.7961 0.3 0.0 -1.0
H -7.1947 -26.1122 10.8521 0.1 0.6 0.0
H -6.9334 -25.6153 6.5966 0.2 0.4 0.0
H -8.1497 -23.7150 9.3200 -0.1 -0.1 0.0
H -7.0980 -23.5974 7.8830 -0.1 0.5 0.2
H -6.3915 -23.5074 9.5011 -0.1 -0.6 -0.1
C -15.5044 -31.0174 11.6387 -0.2 0.0 0.8
C -15.6801 -30.1653 10.4270 0.0 -0.1 -0.7
N -14.3567 -29.7495 9.9760 0.4 -0.3 -1.0
C -13.3142 -29.1679 10.6720 -1.0 -0.3 -0.4
C -12.3110 -29.0365 9.7681 0.2 1.0 1.8
N -12.7666 -29.4340 8.5771 -0.9 -1.6 -0.6
C -13.9939 -29.9564 8.7218 0.5 0.9 0.4
C -11.9080 -29.4817 7.4539 1.8 0.0 -1.4
H -14.9723 -30.4333 12.4134 -0.5 -0.4 -0.1
H -14.8664 -31.8705 11.3880 -0.3 -0.1 0.1
H -16.4973 -31.3362 11.9987 0.6 0.0 0.1
H -16.2006 -29.2272 10.5860 -0.6 -0.2 0.2
H -16.1178 -30.7422 9.5683 0.1 0.7 0.9
H -13.4976 -28.8540 11.6809 0.5 0.0 0.2
H -11.3165 -28.6618 9.9121 0.0 0.2 -0.1
H -14.6111 -30.4529 7.9980 0.1 0.1 -0.3
H -12.3687 -29.8302 6.5182 -0.2 0.0 0.6
H -11.0223 -30.1183 7.6958 -0.7 0.3 -0.3
H -11.5299 -28.4625 7.2945 -0.1 -0.3 -0.1
C -11.3160 -19.9855 0.4869 0.0 -0.1 0.7
C -10.6348 -20.3181 -0.8072 -0.3 0.1 -1.7
N -9.6427 -21.3840 -0.7515 -0.8 -1.4 1.0
C -8.4996 -21.3489 -0.0242 1.2 -0.4 -0.3
C -7.9655 -22.6156 -0.0421 0.0 0.7 0.9
N -8.8804 -23.4306 -0.6821 0.8 0.8 -0.1
C -9.8763 -22.6663 -1.0515 -1.5 0.4 -1.3
C -8.7402 -24.8451 -0.9554 0.5 -1.1 1.6
H -10.7467 -19.3036 1.1208 0.1 -0.2 0.0
H -11.5269 -20.9056 1.0530 0.0 0.3 -0.1
H -12.2620 -19.5002 0.2710 -0.1 0.1 0.0
H -10.1018 -19.4783 -1.2760 -0.5 0.0 0.2
H -11.3899 -20.7004 -1.5287 0.4 0.4 0.3
H -8.1680 -20.4039 0.3726 0.4 -0.2 0.2
H -7.0924 -22.9779 0.4835 0.0 -0.1 -0.2
H -10.7622 -23.0417 -1.5542 0.2 0.2 0.1
H -9.7210 -25.3436 -0.9517 0.3 0.3 -0.3
H -8.2346 -25.2092 -0.0415 -0.3 -0.3 -0.5
H -8.0949 -25.1253 -1.7976 -0.4 0.6 -0.1
N -6.9268 -25.5040 3.7868 -1.1 -2.0 0.7
S -6.0481 -24.2488 3.7841 0.0 2.3 1.1
O -6.6545 -23.2313 2.9323 1.1 -1.0 0.9
O -4.6484 -24.4877 3.8874 -0.9 0.4 -0.5
F -6.4616 -23.7412 5.3611 0.3 -0.6 -2.0
S -7.2718 -26.5765 2.7347 -0.9 0.2 1.6
O -6.1850 -27.2768 2.1632 0.4 -0.5 -0.3
O -8.3244 -26.1212 1.8641 0.3 -0.4 0.2
F -8.0193 -27.7233 3.7581 1.1 1.8 -1.5
N -12.5641 -24.2895 8.1406 0.1 1.8 0.0
S -12.6289 -25.7959 7.9899 -2.4 -0.5 0.5
O -13.8613 -26.4485 8.3841 1.3 0.6 -0.4
O -11.4012 -26.4259 8.2817 1.8 -1.4 0.5
F -12.6978 -25.9013 6.3893 0.0 0.2 -0.4
S -11.9809 -23.4082 9.3523 -1.6 1.8 -0.8
O -10.5686 -23.1268 9.2214 -1.2 -0.5 0.1
O -12.6073 -23.7175 10.5942 0.9 0.1 -0.7
F -12.7161 -21.9764 8.8230 1.4 -2.3 0.8
C -13.5713 -29.4149 -0.8718 -0.2 0.4 -1.3
F -12.9723 -30.5661 -0.5662 -0.5 0.7 -0.3
F -13.5832 -29.2551 -2.2500 -0.5 -0.9 0.9
F -14.8223 -29.3986 -0.4175 0.4 -0.4 -0.2
S -12.6793 -27.9113 -0.3934 -0.2 2.4 1.8
O -11.4821 -27.8926 -1.1853 0.2 0.0 -0.9
O -13.6714 -26.8220 -0.6103 1.4 -1.9 -0.1
N -12.3669 -28.2010 1.1101 0.5 -0.4 0.9
S -10.9860 -27.5851 1.7795 -2.5 -2.6 -1.4
O -9.9001 -28.4996 1.7607 0.3 -0.6 0.0
O -10.8639 -26.2823 1.3124 0.6 3.2 -0.8
C -11.4368 -27.4551 3.5239 -0.9 -0.4 2.2
F -12.6913 -26.9266 3.7395 1.9 -0.8 -0.4
F -11.3572 -28.6822 4.1687 -0.4 1.7 -1.0
F -10.5167 -26.6524 4.0658 -0.8 -0.4 0.0